30
Properties=species:S:1:pos:R:3:forces:R:3 method="wB97M-V/def2-TZVPD" total_charge=+2 lumo_energy_ev=-12.348
C 3.421587 0.122005 -0.240373 0.70 0.15 -0.22
C 3.075055 0.108454 1.328770 0.47 0.95 -1.14
P 1.296663 -0.465506 1.757175 -0.97 -0.43 0.27
C 0.584124 0.988975 2.831128 -0.75 1.28 -1.59
C 0.228994 -0.484789 0.189927 0.00 1.31 -3.23
C 0.517746 -1.578587 -0.962875 -0.09 -1.22 1.70
O -0.117655 -0.967042 -2.138855 0.49 0.43 2.60
P -1.632908 -0.429972 -1.420744 -1.06 -2.00 0.22
C -3.471663 -0.018788 -0.923546 -2.71 0.79 0.99
C -4.193286 0.927944 -1.990334 -0.50 -1.95 -4.09
O -4.411848 0.486954 -3.140448 1.37 1.95 4.78
Br -4.801334 2.785083 -1.583382 0.61 -1.76 0.04
O -1.218263 -0.464511 0.292412 1.72 0.38 -0.40
H 4.305028 0.838698 -0.438931 -1.37 -1.31 0.42
H 3.722671 -0.931673 -0.558996 -0.35 1.49 0.39
H 2.576817 0.472968 -0.918943 0.99 -0.40 1.12
H 3.244375 1.147620 1.803479 -0.20 -1.28 -1.13
H 3.800356 -0.609676 1.876000 -0.94 0.88 -1.43
H 1.390175 1.484809 3.508158 -2.04 -0.29 -1.23
H -0.349214 0.652832 3.395152 1.47 0.38 -0.57
H 0.267308 1.796053 2.075384 0.42 -0.90 1.29
H 0.435847 0.520462 -0.359690 0.40 -1.21 1.15
H 1.588236 -1.966546 -1.084773 -1.42 1.18 -0.50
H -0.018532 -2.540297 -0.595622 0.40 1.38 -0.83
H -2.022651 -1.825957 -1.470504 0.46 0.55 0.70
H -2.046223 -0.322316 -2.843250 -0.77 0.76 -0.85
H -1.327415 0.995372 -1.533743 0.80 -0.49 -0.18
H -3.515681 0.443666 0.128844 0.51 -0.66 -1.49
H -4.057232 -0.996612 -0.873399 0.60 1.34 -0.33
Tl 2.728923 -0.169623 3.891979 1.72 -1.31 3.55